{"formula": "C3H9N2O", "method": "wB97M-V/def2-TZVPD", "relative_energy_ev": 7.490, "smiles": "CN(C)[N+](C)=O", "charge": 1, "homo_energy_ha": [-0.560, -0.560], "max_force_ev_per_a": 6.54, "molar_mass_g_mol": 89.1, "gap_ha": [0.313, 0.313], "species": ["C", "C", "C", "N", "N", "O", "H", "H", "H", "H", "H", "H", "H", "H", "H"], "xyz": [[0.2469, 1.7681, 0.5679], [1.3323, -0.3356, -0.4552], [-1.0700, -1.4719, -0.3090], [0.2582, 0.3874, 0.1149], [-0.8748, -0.1877, 0.1365], [-2.1584, 0.4060, 1.0660], [0.2794, 2.4560, -0.2110], [-0.6280, 1.8533, 1.1525], [1.1986, 1.8724, 1.1188], [1.6935, -1.0282, 0.2632], [1.0157, -0.7685, -1.3733], [2.1100, 0.3992, -0.5973], [-0.2672, -2.2152, -0.0326], [-1.0696, -1.4205, -1.4468], [-2.0665, -1.7147, 0.0055]], "atomic_forces_ev_per_a": [[2.3, -1.1, 1.7], [1.4, 1.4, -0.2], [0.1, -2.3, -2.2], [-4.1, -0.2, -0.3], [-2.3, 3.9, 4.7], [4.6, -1.8, -3.6], [-0.1, 0.9, -1.8], [-0.8, 0.4, 0.8], [-0.6, 0.2, 0.1], [0.3, -1.0, 0.5], [0.1, -0.5, -0.7], [0.4, 0.0, -0.4], [-0.9, 0.8, 0.0], [0.0, -0.2, 1.1], [-0.3, -0.6, 0.2]]}